Version a
Entry from OMol25: C3H3BrO as an isolated structure (the ωB97M-V functional and the def2-TZVPD basis).

Structure (XYZ):
```
8
Properties=species:S:1:pos:R:3:mulliken_charge:R:1
C 0.14386 -0.47268 0.15113 -0.1446
C -0.70685 -0.82407 0.99010 0.7272
C 0.17358 0.84397 -0.54655 -1.0815
O -1.54484 -1.05985 1.70444 -0.3216
Br 1.52742 -1.76202 -0.07133 -0.1750
H -0.89084 1.10107 -0.62298 0.3188
H 0.51894 0.71260 -1.54113 0.3419
H 0.77872 1.46097 -0.06368 0.3348
```

As for the frontier orbital gap: 9.141 eV. The calculation puts the LUMO energy at 0.329 eV.


Version b
Entry from OMol25: a 2-piece molecular cluster, C3H3BrO overall (the ωB97M-V functional and the def2-TZVPD basis).

Structure (XYZ):
```
8
Properties=species:S:1:pos:R:3:mulliken_charge:R:1
C -0.48985 -0.70408 -0.02803 -0.3706
C -0.88054 0.36313 -0.73143 0.0762
C 0.12205 0.20158 0.84607 -0.3751
O -0.20607 1.31541 0.11324 -0.2746
Br 2.95722 -0.30046 -0.05795 -0.2827
H -0.65708 -1.78226 -0.17699 0.2868
H -1.46786 0.52202 -1.67705 0.3297
H 0.62212 0.38467 1.71213 0.6103
```

As for the frontier orbital gap (alpha / beta): 8.245 / 6.055 eV. The calculation puts the LUMO energy (alpha / beta) at -1.428 / -2.733 eV.


Version c
Entry from OMol25: a 2-piece molecular cluster, C3H3BrO overall (the ωB97M-V functional and the def2-TZVPD basis).

Structure (XYZ):
```
8
Properties=species:S:1:pos:R:3:mulliken_charge:R:1
C 0.98568 1.36576 -0.41300 -0.4899
C 1.68157 0.70879 0.27589 -0.1257
C -1.10856 -0.63448 -0.56176 -0.1442
O -0.77735 -1.75676 -0.12956 -0.1389
Br -2.32797 0.38750 0.27135 -0.0430
H 0.52283 2.16363 -1.09534 0.3018
H 2.27113 0.08811 0.99172 0.3471
H -1.24732 -2.32254 0.66071 0.2927
```

As for the frontier orbital gap: 8.735 eV. The calculation puts the LUMO energy at 0.422 eV.


The structure with the greatest stability is version a.


Version a
Entry from OMol25: one molecule with the formula C16H22N2O (the ωB97M-V functional and the def2-TZVPD basis).

Structure (XYZ):
```
41
Properties=species:S:1:pos:R:3:mulliken_charge:R:1
C 6.73858 -0.19351 -0.50700 -1.0573
C 5.78648 -0.65111 0.59981 -0.9959
C 4.41793 -0.06688 0.39353 0.4720
C 3.46278 -0.73307 -0.35730 -0.9551
C 2.21097 -0.18740 -0.58919 -0.1579
C 1.89139 1.06064 -0.06834 0.7501
O 0.70730 1.71902 -0.23729 -0.4424
C -0.35560 1.08634 -0.91323 -0.9402
C -1.07760 0.05774 -0.03844 -0.1014
C -2.22737 -0.59986 -0.79633 -0.5246
C -2.98435 -1.63189 0.04023 -0.7114
C -3.83892 -1.00321 1.14897 -0.9400
N -4.85082 -0.13708 0.61089 0.2171
C -6.02386 -0.52631 0.02716 -0.2191
C -6.62807 0.61712 -0.40833 -0.5019
N -5.85352 1.69240 -0.11115 -0.6633
C -4.80213 1.21073 0.49058 -0.0128
C 2.84944 1.73889 0.68652 -0.6216
C 4.08988 1.18203 0.90992 -0.3759
H 7.73003 -0.61498 -0.35692 0.3471
H 6.36849 -0.51211 -1.47895 0.3238
H 6.81836 0.89116 -0.51152 0.3259
H 5.72860 -1.74158 0.59603 0.3415
H 6.18158 -0.33398 1.56711 0.3526
H 3.69348 -1.70471 -0.77145 0.3408
H 1.50355 -0.74736 -1.18101 0.3819
H -0.00917 0.62633 -1.84738 0.3524
H -1.04357 1.89770 -1.16928 0.3828
H -1.44396 0.57338 0.85049 0.1342
H -0.36694 -0.70368 0.29122 0.3448
H -1.82563 -1.09802 -1.68177 0.3855
H -2.92294 0.16829 -1.14229 0.2959
H -3.64135 -2.20540 -0.61734 0.3496
H -2.27751 -2.32541 0.49929 0.3882
H -4.32393 -1.79754 1.72542 0.3580
H -3.21229 -0.42000 1.82724 0.4160
H -6.32315 -1.55348 -0.01738 0.3922
H -7.56646 0.73519 -0.91157 0.4083
H -3.98925 1.80049 0.86599 0.3752
H 2.59238 2.70767 1.08527 0.4223
H 4.81714 1.72347 1.49783 0.3626
```

Its structure (SMILES) is CCc1ccc(OCCCCCn2ccnc2)cc1. As for the frontier orbital gap: 9.063 eV. The calculation puts the LUMO energy at 0.777 eV.


Version b
Entry from OMol25: one molecule with the formula C16H22N2O (the ωB97M-V functional and the def2-TZVPD basis).

Structure (XYZ):
```
41
Properties=species:S:1:pos:R:3:mulliken_charge:R:1
C 3.13760 1.90538 3.79198 -1.4749
C 2.88190 0.83883 2.76922 0.4996
C 3.91868 0.13010 2.18875 -0.8773
C 3.64939 -0.85211 1.24877 -0.7033
C 2.35544 -1.14700 0.86466 0.6696
C 2.05670 -2.20328 -0.15467 -1.3578
C 1.30013 -0.42773 1.44955 1.1185
O 0.04945 -0.78914 1.03126 -0.4938
C -1.07792 -0.06930 1.47687 -0.9093
C -1.23983 1.30128 0.80789 -0.5813
C -1.75893 1.20987 -0.62670 -0.7802
C -0.76189 0.53806 -1.56808 0.1413
C -1.30997 0.41293 -2.99309 -1.1990
N -2.46193 -0.44663 -3.04174 0.2572
C -3.77080 -0.06384 -3.12263 -0.2470
C -4.50615 -1.21255 -3.06845 -0.4859
N -3.68123 -2.28481 -2.95066 -0.6724
C -2.47236 -1.79606 -2.93412 -0.0751
C 1.57359 0.55253 2.39111 -0.6561
H 4.20159 2.00554 3.98946 0.3545
H 2.63217 1.66547 4.72678 0.3394
H 2.75721 2.86585 3.44532 0.3185
H 4.94025 0.34001 2.46915 0.3185
H 4.46646 -1.40227 0.80443 0.3610
H 2.94144 -2.79948 -0.36195 0.4259
H 1.71993 -1.74499 -1.08465 0.1929
H 1.25893 -2.85276 0.19990 0.3135
H -1.05362 0.04131 2.56829 0.4080
H -1.92908 -0.70746 1.22031 0.4874
H -1.94388 1.88665 1.40265 0.4152
H -0.27808 1.81838 0.81203 0.4211
H -2.69681 0.64920 -0.62964 0.3242
H -1.97244 2.21977 -0.98793 0.3094
H -0.52543 -0.45689 -1.19082 0.0673
H 0.16306 1.11805 -1.59776 0.3456
H -0.53532 0.00078 -3.64821 0.3996
H -1.59933 1.39648 -3.37388 0.3793
H -4.05768 0.96362 -3.21742 0.3911
H -5.56979 -1.33547 -3.10782 0.4255
H -1.57754 -2.38082 -2.85371 0.4134
H 0.77610 1.11253 2.85555 0.4157
```

Its structure (SMILES) is Cc1ccc(C)c(OCCCCCn2ccnc2)c1. As for the frontier orbital gap: 9.123 eV. The calculation puts the LUMO energy at 0.797 eV.


The structure with the greatest stability is version b.


Version a
Entry from OMol25: an isolated ion of composition C5H8N3OS and charge +1 (the ωB97M-V functional and the def2-TZVPD basis).

Structure (XYZ):
```
18
Properties=species:S:1:pos:R:3:mulliken_charge:R:1
C -0.25284 1.27608 0.35145 0.6644
C -2.55151 0.34375 -0.53593 0.6026
C -0.93255 1.34532 1.76216 -0.5300
C 0.52060 0.16205 -1.64047 -0.9399
C -0.05215 -1.23699 0.46828 -0.8070
N -2.78802 0.59667 0.65328 0.3034
N -2.29828 1.16689 1.58581 -0.3038
N 0.02687 0.03163 -0.25311 -0.0189
O -0.13281 2.34094 -0.26141 -0.5910
S -2.86150 -0.04054 -1.99544 -0.0395
H -0.46661 0.66094 2.48827 0.4026
H -0.84931 2.53544 2.09264 0.3219
H 1.44676 -0.26654 -1.65174 0.4033
H -0.31000 -0.22260 -2.28312 0.2499
H 0.56149 1.25462 -1.81428 0.3278
H -1.09413 -1.61128 0.42617 0.3053
H 0.64593 -1.97932 0.10229 0.3383
H 0.10883 -1.05673 1.48816 0.3107
```

As for the frontier orbital gap: 6.113 eV. The calculation puts the LUMO energy at -7.653 eV. Its total charge is +1.


Version b
Entry from OMol25: a 2-piece molecular cluster, C5H8N3OS overall (the ωB97M-V functional and the def2-TZVPD basis).

Structure (XYZ):
```
18
Properties=species:S:1:pos:R:3:mulliken_charge:R:1
C 2.58575 1.25998 -0.17142 -0.6032
C 1.54606 1.73036 0.62291 -0.0658
C 2.53575 -0.03778 -0.70653 -0.0097
C -0.75675 -1.17888 0.46825 0.2073
C 0.55231 -0.37568 0.31290 0.6619
N 1.48028 -0.77117 -0.46244 -0.4619
N -0.79287 -2.31312 -0.32827 -0.3291
N 0.55363 0.86186 0.88882 -0.0419
O -1.76335 -0.81197 1.09716 -0.5635
S -3.34221 0.45750 -0.66910 -0.2669
H 3.44050 1.77381 -0.42279 0.4430
H 1.45935 2.68988 1.11937 0.4342
H 3.36482 -0.38864 -1.26625 0.4856
H -1.61946 -2.90177 -0.21488 0.2813
H -0.12052 -2.35804 -1.05460 0.2272
H -4.41228 0.99458 -1.26271 0.1472
H -0.27954 1.24887 1.33993 0.3407
H -3.59437 -0.79907 -0.79574 0.1136
```

As for the frontier orbital gap: 6.621 eV. The calculation puts the LUMO energy at -5.629 eV. Its total charge is +1.


The structure with the greatest stability is version b.


Version a
Entry from OMol25: a 2-piece molecular cluster, C2H7N2O overall (the ωB97M-V functional and the def2-TZVPD basis).

Structure (XYZ):
```
12
Properties=species:S:1:pos:R:3:mulliken_charge:R:1
C 2.19785 -0.72758 1.12096 -0.0859
N 1.17574 -0.02513 1.56643 -0.2268
H 2.94267 -1.10283 1.77973 0.2849
H 2.10752 -1.09784 0.07978 0.2473
H 0.37238 -0.08550 0.80427 0.4034
H 1.25204 0.73129 2.33285 0.3092
C -1.31825 -0.14624 -1.19770 0.1940
N -2.09422 0.89491 -1.42553 -0.3081
O -0.76078 -0.44010 -0.06702 -0.6728
H -1.00576 -0.70223 -2.07978 0.3306
H -2.66868 0.98683 -2.23373 0.2388
H -2.20051 1.71442 -0.68027 0.2854
```

As for the frontier orbital gap: 9.832 eV. The calculation puts the LUMO energy at -5.031 eV. Its total charge is +1.


Version b
Entry from OMol25: a 2-piece molecular cluster, C2H7N2O overall (the ωB97M-V functional and the def2-TZVPD basis).

Structure (XYZ):
```
12
Properties=species:S:1:pos:R:3:mulliken_charge:R:1
C 0.59128 2.29540 -1.48480 -0.0728
N -0.38130 2.03084 -0.71628 -0.0681
H 1.12478 1.47458 -1.94978 0.2458
H 0.75044 3.30026 -1.85437 0.2851
H -0.44306 1.04806 -0.36502 0.3436
H -0.91365 2.76904 -0.26518 0.2914
C 0.29995 -1.48987 0.50097 0.1618
N -0.38079 -2.47202 1.07706 -0.3065
O -0.08811 -0.32124 0.48542 -0.6927
H 1.20349 -1.78906 -0.03922 0.3166
H -1.20971 -2.24176 1.60515 0.2488
H 0.01632 -3.38889 1.20044 0.2471
```

As for the frontier orbital gap: 9.728 eV. The calculation puts the LUMO energy at -4.882 eV. Its total charge is +1.


Version c
Entry from OMol25: a 2-piece molecular cluster, C2H7N2O overall (the ωB97M-V functional and the def2-TZVPD basis).

Structure (XYZ):
```
12
Properties=species:S:1:pos:R:3:mulliken_charge:R:1
C -1.27374 -0.10024 0.25653 -0.8228
C -2.53136 0.03837 0.03416 0.9101
N 1.96561 -0.43854 0.17419 -0.8701
N -0.22327 0.66615 -0.45071 -0.2774
O -3.67219 0.21197 -0.00687 -0.2338
H -0.97907 -1.19792 0.34086 0.2188
H 2.84937 0.05152 0.09749 0.2753
H 1.81820 -0.45075 1.16534 0.3221
H 2.01891 -1.39700 -0.00110 0.2682
H -0.23029 1.68132 0.04266 0.4362
H -0.49112 0.63956 -1.41538 0.3793
H 0.74895 0.29557 -0.23718 0.3942
```

As for the frontier orbital gap: 10.193 eV. The calculation puts the LUMO energy at -4.250 eV. Its total charge is +1.


Version d
Entry from OMol25: a 2-piece molecular cluster, C2H7N2O overall (the ωB97M-V functional and the def2-TZVPD basis).

Structure (XYZ):
```
12
Properties=species:S:1:pos:R:3:mulliken_charge:R:1
C -0.27888 -0.61884 -0.71951 -0.4431
C 0.37896 0.08895 0.37002 0.0404
N -2.63030 0.29014 0.29473 -0.4834
N 1.86749 0.27799 0.16862 -0.3210
O 0.10620 -1.26670 0.38165 -0.2979
H -0.16759 -0.72791 -1.70703 0.4041
H -0.05724 0.65960 1.04919 0.5453
H -3.20813 0.92609 -0.25086 0.2388
H -2.93666 -0.64436 0.02006 0.2481
H 2.28219 -0.27518 -0.54751 0.3589
H 2.48976 0.06416 0.92643 0.3535
H 2.15418 1.22607 0.01421 0.3564
```

As for the frontier orbital gap (alpha / beta): 10.266 / 9.184 eV. The calculation puts the LUMO energy (alpha / beta) at -4.283 / -4.020 eV. Its total charge is +1.


The structure with the greatest stability is version b.